Record 1
# C7H27NO5

6 unconnected molecules or ions with the total composition C7H27NO5 in a non-equilibrium geometry (ωB97M-V/def2-TZVPD, OMol25).

Summary:
LUMO level in eV: 0.31
HOMO-LUMO gap in eV: 8.30
HOMO energy in eV: -7.99
SMILES string: CCCCN(C)CC.O.O.O.O.O
Energy in eV: -19420.0707
Energy relative to the best compared isomer or geometry (same formula, charge and spin) in eV: 5.460

The geometry in XYZ format:
```
40
Properties=species:S:1:pos:R:3:mulliken_charge:R:1
C 0.33507 3.99271 1.30337 -1.4628
C 0.40015 2.45482 1.47742 -0.4080
C -0.88696 1.78388 0.88125 -0.5500
C -0.39064 0.37749 0.66054 -1.2900
N -0.00595 -0.27764 -0.55619 0.4525
C -0.95188 -0.41156 -1.70231 -1.2316
C 1.13919 -1.21160 -0.66155 -0.1585
C 1.04508 -2.49793 0.17233 -1.1592
H -0.47520 4.35422 1.82796 0.4457
H 1.33209 4.24384 1.44911 0.4572
H 0.06325 4.42072 0.25290 0.2092
H 0.57097 1.96636 2.51051 0.3600
H 1.36207 2.09731 1.07710 0.2900
H -1.74086 1.89380 1.61019 0.3780
H -1.21722 2.25526 -0.15377 0.2026
H 0.36376 0.02207 1.22930 0.9654
H -1.22836 -0.37481 1.08552 0.3184
H -1.17053 -1.41709 -1.93064 0.5580
H -1.85951 0.33327 -1.61700 0.2800
H -0.46489 -0.10063 -2.60584 0.4342
H 1.28939 -1.26453 -1.90246 0.2980
H 2.16950 -0.71726 -0.33461 0.1031
H 0.43210 -3.32742 -0.30951 0.2976
H 2.02958 -3.04779 0.11826 0.3872
H 0.73736 -2.41847 1.21108 0.2887
O -0.67616 -1.98027 3.47999 -0.6821
H -0.31985 -1.48255 2.77184 0.1815
H -1.27411 -2.64263 3.03164 0.3605
O 4.24575 0.15026 -1.14360 -0.5703
H 4.53051 0.99136 -1.03219 0.2713
H 4.41560 -0.20670 -1.97608 0.2884
O -3.71873 -3.02932 -1.89180 -0.6218
H -3.64530 -2.21274 -2.54246 0.3266
H -3.06836 -3.51681 -2.31895 0.3023
O -1.71422 -2.44674 0.95125 -0.6214
H -2.62948 -2.32710 0.48389 0.3303
H -1.20839 -1.99655 0.29738 -0.0083
O 0.46410 2.66211 -1.90442 -0.6640
H 0.49973 1.75449 -1.54048 0.3807
H 1.22136 3.15415 -1.75897 0.2604
```

***

Record 2
# C7H16N4O2S

3 unconnected molecules or ions with the total composition C7H16N4O2S in a non-equilibrium geometry (ωB97M-V/def2-TZVPD, OMol25).

Summary:
LUMO level in eV: -7.19
HOMO-LUMO gap in eV: 7.26
HOMO energy in eV: -14.45
Net charge: +2
Energy in eV: -28389.6497
Energy relative to the best compared isomer or geometry (same formula, charge and spin) in eV: 0.000

The geometry in XYZ format:
```
30
Properties=species:S:1:pos:R:3:mulliken_charge:R:1
C -1.74369 -6.41186 -5.54946 0.5368
C -2.60416 -6.98703 -3.77446 0.4784
C 3.12523 6.18404 1.11619 -1.3872
C 3.15070 4.94614 3.24012 -1.1061
C 1.71648 7.05458 2.95424 -0.3399
C 0.83344 6.64694 4.25346 -1.2527
C 2.64698 6.07924 2.50413 0.8727
N -0.82625 -7.39683 -4.91800 -0.2595
N -1.32027 -7.66249 -3.83710 -0.0385
N -2.85477 -6.31664 -4.86084 -0.4470
N -1.35791 -5.78925 -6.60867 -0.2649
O -3.23726 -8.25754 -1.68243 -0.3857
O -4.15011 -7.77278 0.63364 -0.6429
S -3.83096 -7.30072 -2.69608 0.2591
H 2.62705 6.91615 0.49469 0.3721
H 3.00461 5.16960 0.60713 0.3994
H 4.10736 6.43447 1.11847 0.4117
H 4.19992 5.06006 3.50893 0.3899
H 2.97774 4.15673 2.54645 0.4198
H 2.76315 4.98252 4.22197 0.3424
H 1.00110 7.33916 2.25399 0.4650
H 2.44266 7.90985 3.14852 0.3160
H 0.35141 5.71264 3.93282 0.3821
H 1.46179 6.62821 5.15864 0.3780
H 0.01017 7.46006 4.50554 0.3366
H -4.95149 -7.82744 1.08343 0.3146
H -0.40023 -5.77235 -6.97280 0.2983
H -2.09075 -5.13475 -6.87155 0.3008
H -3.70755 -8.30994 -0.78383 0.5042
H -3.34437 -7.74077 1.27285 0.3463
```

***

Record 3
# C18H11BrCl5F3N3O6SSeV

A molecular structure, C18H11BrCl5F3N3O6SSeV in a non-equilibrium geometry (ωB97M-V/def2-TZVPD, OMol25).

Summary:
LUMO level (alpha / beta) in eV: -4.80 / -4.21
HOMO-LUMO gap (alpha / beta) in eV: 7.17 / 7.75
HOMO energy (alpha / beta) in eV: -11.96 / -11.96
Net charge: +1
Multiplicity: 2
Expectation value of S²: 0.7649
Energy in eV: -278271.0810
Energy relative to the best compared isomer or geometry (same formula, charge and spin) in eV: 2.149

The geometry in XYZ format:
```
50
Properties=species:S:1:pos:R:3:mulliken_charge:R:1
V 0.51713 -0.20851 -0.62492 1.6616
Cl -2.38717 6.54438 0.01959 -0.1437
C -1.81052 4.95697 -0.19046 0.3964
C -0.43764 4.70547 -0.12793 -0.0664
Cl 0.66722 5.96549 0.19002 -0.1537
C 0.02807 3.41435 -0.31486 0.6118
Cl 1.69356 3.03537 -0.23086 -0.1851
C -0.86446 2.35749 -0.58801 -0.9442
O -0.36430 1.11824 -0.76284 -0.2295
C -2.24089 2.62214 -0.63086 0.3430
Cl -3.30541 1.31457 -0.90993 -0.1772
C -2.70779 3.91372 -0.42468 0.1315
Cl -4.38651 4.20943 -0.45581 -0.1573
C -1.40247 -4.37560 -0.82313 -1.0362
N -1.04085 -4.04496 0.54554 0.2962
C -0.66925 -4.96031 1.49497 -0.4084
C -0.41660 -4.27453 2.63560 -0.4711
N -0.63539 -2.94955 2.37055 0.2261
C -0.53553 -1.85449 3.32250 -0.7181
C -0.99968 -2.81441 1.08319 -0.0465
Se -1.53012 -1.20159 0.24818 -0.2497
H -0.51159 -4.50254 -1.43531 0.3966
H -2.00509 -3.57524 -1.24331 0.3511
H -1.97674 -5.29861 -0.82747 0.3914
H -0.63809 -6.01538 1.28936 0.5100
H -0.12118 -4.63591 3.60435 0.4606
H -0.39999 -2.26107 4.32073 0.3258
H -1.44798 -1.26332 3.28738 0.3465
H 0.30776 -1.21194 3.08837 0.2401
Br 6.38857 1.74399 -2.09180 -0.1316
C 5.85140 0.87854 -0.50463 -0.2998
C 6.78948 0.31251 0.35251 -0.1191
N 6.44156 -0.28473 1.48331 -0.5695
C 5.16119 -0.37014 1.80412 -0.4735
C 4.15284 0.13286 0.98468 0.8270
C 4.51113 0.78462 -0.18985 -0.0796
C 2.73503 -0.06121 1.37071 -0.0610
O 2.35968 -0.15671 2.50850 -0.5921
O 1.85832 -0.12455 0.34763 -0.0330
H 7.84631 0.34024 0.11560 0.3966
H 4.91853 -0.85970 2.73962 0.4679
H 3.76677 1.21819 -0.84159 0.3500
F 3.47520 -1.53908 -1.76696 -0.1821
C 2.57633 -1.33479 -2.72472 0.7523
F 2.37508 -0.00113 -2.81632 -0.2639
F 3.04436 -1.78291 -3.85961 -0.2094
S 0.95503 -2.13142 -2.20865 1.2309
O 0.79572 -3.33090 -2.94268 -0.6116
O -0.02306 -1.05100 -2.41832 -0.5353
O 1.12160 -2.27662 -0.75464 -0.5647
```

***

Record 4
# C8H12N2S

A single C8H12N2S molecule in a non-equilibrium geometry (ωB97M-V/def2-TZVPD, OMol25).

Summary:
LUMO level in eV: 0.85
HOMO-LUMO gap in eV: 7.67
HOMO energy in eV: -6.82
SMILES string: C=C1CC2=C(S1)N(C)N[C@H]2C
Energy in eV: -22300.9007
Energy relative to the best compared isomer or geometry (same formula, charge and spin) in eV: 4.958

The geometry in XYZ format:
```
23
Properties=species:S:1:pos:R:3:mulliken_charge:R:1
C -1.90830 3.02494 1.69894 -0.8036
C -1.40714 2.04042 1.04294 0.3415
C 0.05459 1.94547 0.57005 -0.6056
C 0.36097 0.48383 0.55719 -0.6605
C -0.99442 -0.33441 0.15582 0.1788
S -2.37904 0.64702 0.35481 -0.1930
N -0.76243 -1.62978 -0.08036 -0.0597
C -1.61412 -2.42752 0.85113 -0.8645
N 0.70278 -1.74013 0.33931 -0.3815
C 1.37048 -0.48098 0.06859 0.6121
C 1.92761 -0.24716 -1.33452 -1.3229
H -2.83020 2.83905 2.12343 0.3513
H -1.19781 3.79433 2.05744 0.2616
H 0.60427 2.67648 1.21987 0.4296
H -0.19473 2.23826 -0.52653 0.1466
H -1.24002 -3.46431 0.78280 0.2779
H -1.45835 -1.94488 1.87641 0.3772
H -2.67384 -2.48002 0.57715 0.3396
H 1.20830 -2.40225 -0.23548 0.2833
H 2.22957 -0.36795 0.77829 0.2644
H 2.70836 0.48954 -1.46997 0.3458
H 1.02108 0.10533 -1.94878 0.2762
H 2.35407 -1.11043 -1.71724 0.4053
```

***

Record 5
# CH2N2OS

A single CH2N2OS molecule in a non-equilibrium geometry (ωB97M-V/def2-TZVPD, OMol25).

Summary:
LUMO level in eV: 0.06
HOMO-LUMO gap in eV: 10.81
HOMO energy in eV: -10.75
Energy in eV: -16930.1178
Energy relative to the best compared isomer or geometry (same formula, charge and spin) in eV: 0.198

The geometry in XYZ format:
```
7
Properties=species:S:1:pos:R:3:mulliken_charge:R:1
C -0.75004 -0.66659 -1.16793 0.3119
N -1.82499 -0.72146 -1.59571 -0.3424
N 0.16108 0.03506 1.13834 -0.4952
O 1.10978 0.98761 -1.06630 -0.5009
S 0.88552 -0.32205 -0.43455 0.5180
H 0.81932 -0.14583 1.86721 0.2589
H -0.40067 0.83325 1.25895 0.2496
```

***

Record 6
# C36H96B4F16N6O12

10 unconnected molecules or ions with the total composition C36H96B4F16N6O12 in a non-equilibrium geometry (ωB97M-V/def2-TZVPD, OMol25).

Summary:
LUMO level in eV: -3.94
HOMO-LUMO gap in eV: 8.55
HOMO energy in eV: -12.49
Net charge: +2
Energy in eV: -118587.1698
Energy relative to the best compared isomer or geometry (same formula, charge and spin) in eV: 5.161

The geometry in XYZ format:
```
170
Properties=species:S:1:pos:R:3:mulliken_charge:R:1
C 9.76460 -3.55918 3.12410 -0.7793
O 8.96971 -2.39145 2.98478 -0.3711
C 9.27276 -1.49300 1.94603 -0.7276
C 8.00839 -0.62716 1.83307 -0.4456
N 7.55329 -0.21685 3.21478 0.0982
H 7.85868 -0.96667 3.84091 0.5178
H 8.09808 0.61159 3.45047 0.2525
C 6.06926 0.06962 3.43366 0.0451
C 5.10719 -0.83883 2.65584 -1.0418
O 5.47180 -2.17375 2.87765 -0.3452
C 4.44205 -3.12372 2.74331 -0.8801
H 9.35091 -4.32459 3.77470 0.2839
H 10.79081 -3.33858 3.42334 0.2982
H 9.78535 -4.01847 2.12967 0.3089
H 9.40050 -1.91746 0.94927 0.4652
H 10.09848 -0.86091 2.28444 0.3550
H 7.20785 -1.22007 1.39420 0.2727
H 8.10929 0.23288 1.17203 0.3979
H 5.91596 1.13741 3.34993 -0.3832
H 5.84738 -0.31024 4.43181 0.4258
H 4.98245 -0.60543 1.59502 0.5810
H 4.12422 -0.56083 3.05456 0.6544
H 3.74543 -3.19250 3.59287 0.3354
H 4.87083 -4.12323 2.80576 0.3405
H 3.79194 -2.95790 1.88226 0.2791
C -4.26670 2.71272 -3.82424 -0.7692
O -4.81910 2.21156 -2.58478 0.1855
C -5.95626 2.84486 -2.07712 -0.7506
C -6.57637 1.97042 -1.00826 -0.5747
N -6.51660 0.56149 -1.51740 0.3309
H -6.92245 0.63724 -2.45422 0.3836
H -5.52722 0.37199 -1.73011 -0.9410
C -7.11045 -0.56162 -0.71061 -0.4709
C -6.50867 -1.88775 -1.22308 -0.8277
O -5.18671 -1.97941 -0.74896 -0.0397
C -4.86169 -3.01529 0.14090 -0.5579
H -4.97668 3.41878 -4.25733 0.4721
H -4.32230 1.85362 -4.49332 0.3529
H -3.24213 3.04243 -3.70422 -0.0296
H -6.71466 2.98989 -2.86050 0.5101
H -5.69877 3.82252 -1.65855 0.3037
H -7.59493 2.32371 -0.86324 0.4733
H -5.99768 2.10163 -0.09434 0.2851
H -8.19080 -0.58755 -0.86578 0.4010
H -6.99019 -0.17143 0.29908 0.3537
H -6.36607 -1.91523 -2.30913 0.3588
H -7.17476 -2.72191 -0.99258 0.5205
H -5.55073 -3.11351 0.98454 0.4343
H -3.85000 -2.81227 0.49123 -0.1118
H -4.78621 -4.01138 -0.31857 0.2089
C 1.58135 5.68898 2.89988 -0.6329
O 2.70556 5.50881 3.76555 -0.4574
C 3.91410 5.20757 3.08530 -0.0804
C 4.93226 4.57609 4.01462 -0.8631
N 4.79477 5.27573 5.37505 0.0206
H 5.16276 6.21680 5.26772 0.4290
H 3.77548 5.27619 5.47681 0.4031
C 5.57777 4.58150 6.49276 -0.8054
C 6.84990 3.90652 6.10262 -0.3246
O 7.59964 4.64465 5.16416 -0.3090
C 8.91313 4.17827 4.94347 -0.8466
H 1.77366 6.55220 2.25856 0.3566
H 0.75521 5.84841 3.58572 0.3187
H 1.41584 4.82277 2.25705 0.0950
H 4.36765 6.16595 2.81130 0.3879
H 3.66119 4.54077 2.26272 0.0937
H 5.94450 4.74262 3.65177 0.4429
H 4.88219 3.49972 4.17456 0.2241
H 4.90368 3.92409 7.03849 0.3124
H 5.72099 5.42144 7.17340 0.4672
H 6.70961 2.84426 5.89232 0.2421
H 7.46569 3.99894 7.00748 0.4862
H 9.06857 3.09926 4.86752 0.2640
H 9.48091 4.50824 5.82414 0.4010
H 9.42969 4.63619 4.10397 0.2918
C -3.85479 -4.62951 -4.32588 -0.8728
O -4.96237 -5.43722 -3.88990 -0.3072
C -6.09977 -5.19211 -4.66568 -0.4980
C -7.24831 -5.91656 -3.98968 -0.5368
N -7.05768 -7.43729 -4.15079 -0.1458
H -7.35360 -7.52860 -5.12083 0.3802
H -6.12933 -7.83755 -4.01787 0.4260
C -8.04045 -8.17731 -3.27752 -0.8931
C -8.11598 -7.77018 -1.80163 -0.4823
O -6.79077 -7.68626 -1.30132 -0.2973
C -6.80790 -7.37758 0.08978 -0.7919
H -3.16873 -4.64845 -3.48589 0.2769
H -4.01062 -3.59299 -4.64595 0.3075
H -3.48750 -5.05280 -5.26489 0.3970
H -6.07742 -5.50537 -5.71891 0.3496
H -6.31731 -4.11809 -4.63923 0.3867
H -8.22366 -5.72326 -4.42819 0.4229
H -7.16219 -5.63233 -2.94428 0.2711
H -7.79879 -9.22510 -3.47816 0.5001
H -9.01402 -8.14760 -3.77225 0.3787
H -8.66983 -8.55682 -1.28896 0.4874
H -8.54031 -6.76538 -1.76615 0.3424
H -7.24047 -8.21814 0.63604 0.3528
H -7.18566 -6.38816 0.35751 0.2999
H -5.73547 -7.35699 0.30554 0.2694
C -0.94339 6.17492 0.54804 -0.8905
O -0.35367 4.90954 0.26883 -0.2044
C -1.29026 3.83755 0.26204 -0.2074
C -1.89826 3.70631 -1.09625 -0.2065
N -0.93643 3.68709 -2.27416 0.0597
H -1.19024 4.33922 -3.01227 0.5078
H -0.03375 4.05116 -1.93520 0.5244
C -0.53610 2.27807 -2.79628 1.3403
C 0.83074 2.45514 -3.37568 -1.0915
O 1.75693 2.92514 -2.42044 -0.3729
C 3.12222 3.03337 -2.84299 -0.8378
H -1.69054 6.37989 -0.22541 0.3115
H -0.25191 7.01081 0.59964 0.2905
H -1.48037 6.13298 1.50025 0.3599
H -2.15235 3.90034 0.93033 0.5735
H -0.67966 2.97875 0.54186 -0.1349
H -2.55664 4.58023 -1.20553 0.3388
H -2.66977 2.97625 -1.33957 -0.3792
H -1.23085 1.94510 -3.56430 -1.0247
H -0.59066 1.62466 -1.92976 -0.2625
H 0.82760 3.10893 -4.25451 0.6311
H 1.22209 1.45680 -3.60555 0.6566
H 3.18714 2.83638 -3.91657 0.4063
H 3.66400 2.34174 -2.20829 0.2326
H 3.40800 4.08285 -2.76532 0.2892
C 2.77466 1.50747 0.48000 -0.6692
O 1.63521 0.87247 -0.08449 0.2485
C 1.77144 -0.42750 -0.62232 -0.9113
C 0.41518 -0.92757 -1.06568 -0.4212
N -0.45099 -1.24751 0.10105 0.5562
H 0.07420 -1.76511 0.82315 0.3565
H -0.75744 -0.35322 0.50896 0.5113
C -1.57215 -2.20805 -0.10088 -2.4749
C -2.56247 -1.78858 -1.14506 0.8766
O -2.18588 -1.07985 -2.29535 -0.3129
C -3.25372 -0.50138 -2.98108 3.6601
H 3.52659 1.57890 -0.30334 0.2722
H 3.11513 0.80729 1.24760 0.1880
H 2.54600 2.46478 0.93268 -0.1499
H 2.18951 -1.05511 0.17138 0.2952
H 2.42637 -0.34862 -1.49468 0.5530
H 0.58662 -1.86961 -1.59164 0.4914
H 0.01794 -0.32057 -1.87103 0.0660
H -2.04482 -2.43652 0.85149 0.9734
H -1.11117 -3.16306 -0.36130 0.3891
H -3.33369 -1.17572 -0.66208 -0.1300
H -3.07814 -2.71022 -1.45381 0.5163
H -3.98730 -0.08533 -2.27063 -2.2194
H -3.80238 -1.21712 -3.60266 -0.0355
H -2.79095 0.31946 -3.52389 -0.7834
B -3.11455 0.96406 1.43627 0.0720
F -3.41302 1.52506 2.66800 -0.3131
F -3.64168 1.76302 0.38239 -0.2689
F -1.70854 0.84633 1.23696 -0.6012
F -3.62319 -0.33681 1.43468 -0.1711
B 0.55464 -4.10437 1.76747 0.3915
F -0.41683 -4.84979 1.05491 -0.3927
F -0.02672 -3.02276 2.47659 -0.3799
F 1.30844 -4.90016 2.60845 -0.3707
F 1.40223 -3.53065 0.78243 -0.3121
B 6.28230 2.93207 1.21437 0.4724
F 7.29603 2.77095 2.16030 -0.3227
F 5.08765 2.34018 1.65301 -0.1222
F 5.99733 4.28120 0.95763 -0.3679
F 6.66590 2.24322 0.04357 -0.4164
B -1.13876 0.47580 -5.98861 0.2950
F -1.56106 -0.75362 -5.44943 -0.3205
F 0.19732 0.68274 -5.54673 -0.3571
F -1.15995 0.41043 -7.39232 -0.3409
F -1.89137 1.57975 -5.54505 -0.3085
```